Entry from the Open Molecules 2025 dataset: C25H34CrN5OPS as an isolated structure in a non-equilibrium geometry (ωB97M-V with the def2-TZVPD basis set).

Last column: Löwdin charge in e.
Geometry (Å):
Cr  -0.696  -0.232  -1.030  0.44
C  -3.258  0.915  -2.055  -0.17
C  -1.913  0.834  -2.534  -0.30
C  -1.301  2.086  -2.190  -0.19
C  -2.226  2.848  -1.495  -0.21
C  -3.428  2.116  -1.407  -0.18
H  -4.005  0.149  -2.195  0.09
H  -1.653  0.299  -3.447  0.10
H  -0.337  2.417  -2.553  0.08
H  -2.070  3.844  -1.097  0.07
H  -4.328  2.456  -0.912  0.08
N  0.783  -0.303  -1.872  -0.11
C  2.079  -0.307  -2.003  -0.41
C  2.816  0.750  -2.618  -0.04
C  4.182  0.685  -2.740  -0.14
C  4.907  -0.401  -2.254  -0.15
C  4.213  -1.449  -1.653  -0.14
C  2.848  -1.422  -1.548  -0.07
H  2.256  1.596  -3.001  0.09
H  4.717  1.495  -3.227  0.09
H  5.984  -0.451  -2.359  0.08
H  4.766  -2.305  -1.276  0.09
H  2.284  -2.246  -1.130  0.10
C  3.156  0.270  2.075  -0.15
P  1.711  -0.859  2.035  0.58
C  0.934  -0.846  3.701  -0.16
C  2.369  -2.546  1.784  -0.15
O  0.748  -0.427  1.004  -0.37
H  3.891  -0.006  2.824  0.04
H  2.795  1.281  2.256  0.04
H  3.595  0.233  1.079  0.05
H  1.573  -1.271  4.470  0.04
H  0.006  -1.409  3.616  0.05
H  0.683  0.181  3.958  0.03
H  2.971  -2.878  2.624  0.04
H  2.975  -2.520  0.881  0.02
H  1.525  -3.218  1.630  0.06
S  -1.754  -2.454  -0.926  0.59
C  -1.057  -3.520  -2.113  -0.69
C  0.058  -3.164  -2.873  -0.13
C  0.673  -4.071  -3.709  -0.11
C  0.164  -5.354  -3.843  -0.14
C  -0.985  -5.698  -3.147  -0.13
C  -1.589  -4.801  -2.289  -0.15
H  0.440  -2.158  -2.785  0.05
H  1.560  -3.773  -4.252  0.09
H  0.653  -6.073  -4.486  0.08
H  -1.414  -6.686  -3.265  0.09
H  -2.477  -5.077  -1.737  0.08
C  -3.644  3.441  3.252  -0.07
C  -2.148  3.735  3.342  -0.41
C  -1.717  4.648  2.199  -0.07
C  -1.331  2.430  3.379  -0.14
N  -1.669  1.496  2.351  -0.10
C  -1.342  1.485  1.038  -0.11
N  -1.789  0.349  0.509  -0.12
N  -2.420  -0.303  1.506  0.04
N  -2.349  0.361  2.608  0.07
H  -4.211  4.362  3.374  0.08
H  -3.953  2.741  4.025  0.08
H  -3.895  3.011  2.285  0.08
H  -1.942  4.244  4.293  0.13
H  -1.985  4.210  1.240  0.06
H  -0.643  4.822  2.218  0.08
H  -2.223  5.607  2.293  0.08
H  -1.525  1.916  4.326  0.12
H  -0.260  2.668  3.310  0.13
H  -0.778  2.244  0.537  0.13

Results
Kohn-Sham gap (spin up / spin down) = 5.38 / 5.14 eV
Total charge = -1
Spin multiplicity = 2
E_HOMO (spin up / spin down) = -3.20 / -2.95 eV
Expectation value of S² = 0.80

***

Entry from the Open Molecules 2025 dataset: C25H34EuN6O4S4 as an isolated structure in a non-equilibrium geometry (ωB97M-V with the def2-TZVPD basis set).

Last column: Löwdin charge in e.
Geometry (Å):
Eu  -0.302  0.194  0.567  1.64
O  -2.099  3.842  2.178  -0.02
C  -1.716  2.733  1.458  -0.90
O  -0.928  1.909  2.044  -0.35
C  -1.432  3.056  0.012  -0.34
C  -2.093  3.985  -0.784  -0.08
C  -1.723  4.055  -2.139  -0.13
C  -0.730  3.252  -2.638  -0.07
C  -0.070  2.356  -1.758  -0.26
N  -0.461  2.283  -0.444  -0.05
C  0.988  1.449  -2.030  -0.54
O  1.494  1.334  -3.299  0.05
O  1.516  0.762  -1.114  -0.16
H  -2.111  3.581  3.111  0.10
H  -2.866  4.612  -0.370  0.09
H  -2.238  4.752  -2.788  0.08
H  -0.464  3.294  -3.685  0.08
H  0.866  1.705  -3.929  0.08
S  -0.977  -1.622  2.606  -0.15
S  -2.980  -1.310  2.589  -0.17
S  -3.464  0.666  2.924  -0.01
S  -3.457  1.661  1.144  0.39
C  1.754  -0.290  3.526  -0.24
N  2.879  -0.035  4.413  -0.10
C  2.974  1.401  4.631  -0.19
N  3.168  2.125  3.380  -0.09
C  2.042  1.840  2.500  -0.18
N  1.902  0.395  2.223  -0.14
C  3.167  -0.065  1.621  -0.18
N  4.313  0.195  2.486  -0.10
C  4.096  -0.488  3.756  -0.19
C  4.383  1.627  2.750  -0.19
H  0.835  0.054  4.011  0.10
H  1.674  -1.370  3.362  0.09
H  3.820  1.606  5.296  0.12
H  2.053  1.748  5.107  0.13
H  2.193  2.373  1.553  0.13
H  1.123  2.203  2.972  0.11
H  3.317  0.450  0.666  0.12
H  3.107  -1.145  1.443  0.13
H  4.949  -0.294  4.414  0.12
H  4.022  -1.563  3.573  0.12
H  4.540  2.158  1.807  0.13
H  5.231  1.821  3.416  0.12
C  1.003  -3.219  -0.311  -0.10
C  0.845  -3.288  -1.832  -0.39
C  1.765  -2.267  -2.505  -0.07
C  -0.563  -3.111  -2.357  -0.17
C  -0.984  -3.991  -3.329  -0.10
C  -2.214  -3.888  -3.957  -0.16
C  -3.048  -2.845  -3.586  -0.10
C  -2.689  -1.927  -2.631  -0.17
C  -3.702  -0.886  -2.221  -0.39
C  -4.135  -1.157  -0.780  -0.12
C  -3.169  0.540  -2.372  -0.08
C  -1.408  -2.008  -1.952  -0.31
N  -1.061  -1.148  -1.044  -0.06
H  1.991  -3.593  -0.035  0.07
H  0.248  -3.822  0.190  0.07
H  0.909  -2.181  0.050  0.01
H  1.168  -4.292  -2.146  0.11
H  1.486  -1.261  -2.200  0.04
H  1.676  -2.340  -3.588  0.08
H  2.805  -2.435  -2.228  0.07
H  -0.324  -4.802  -3.615  0.09
H  -2.519  -4.608  -4.705  0.06
H  -4.021  -2.753  -4.058  0.09
H  -4.582  -0.996  -2.874  0.12
H  -3.262  -1.048  -0.130  -0.01
H  -4.509  -2.175  -0.679  0.08
H  -4.909  -0.461  -0.463  0.06
H  -2.336  0.690  -1.674  0.03
H  -3.951  1.262  -2.144  0.07
H  -2.807  0.714  -3.386  0.08

Results
Kohn-Sham gap (spin up / spin down) = 3.69 / 3.32 eV
ΔE to the lowest compared entry with this formula, charge and spin = 113.8 kJ/mol
Total charge = -2
Spin multiplicity = 8
E_HOMO (spin up / spin down) = 0.60 / 0.98 eV
Expectation value of S² = 15.94

***

Entry from the Open Molecules 2025 dataset: C25H34NSSc as an isolated structure in a non-equilibrium geometry (ωB97M-V with the def2-TZVPD basis set).

Last column: Löwdin charge in e.
Geometry (Å):
C  1.663  2.560  -2.023  -0.11
H  2.480  3.212  -1.693  0.10
H  1.990  2.058  -2.941  0.08
H  1.512  1.794  -1.255  0.02
C  0.384  3.368  -2.268  -0.32
H  -0.425  2.690  -2.568  0.08
H  0.062  3.836  -1.328  0.11
C  0.567  4.449  -3.339  -0.09
H  -0.357  5.015  -3.499  0.08
H  1.351  5.159  -3.049  0.09
H  0.860  4.004  -4.297  0.08
C  -0.979  -2.005  -1.293  -0.34
C  -1.682  -1.279  -2.338  -0.26
C  -0.719  -0.925  -3.281  -0.26
C  0.548  -1.548  -2.920  -0.26
C  0.372  -2.288  -1.752  -0.25
C  1.340  -3.212  -1.095  0.02
C  1.785  -1.463  -3.751  0.01
C  -0.930  -0.129  -4.526  0.00
C  -3.148  -1.007  -2.376  0.01
C  -1.647  -2.704  -0.154  -0.02
Sc  -0.080  -0.122  -1.204  1.20
H  2.671  -1.756  -3.189  0.09
H  1.718  -2.117  -4.624  0.12
H  1.958  -0.453  -4.125  0.08
H  2.371  -2.958  -1.338  0.09
H  1.251  -3.188  -0.010  0.07
H  1.174  -4.245  -1.413  0.12
H  -2.487  -2.130  0.235  0.07
H  -2.031  -3.676  -0.474  0.12
H  -0.959  -2.878  0.672  0.06
H  -3.382  -0.132  -2.981  0.09
H  -3.694  -1.854  -2.800  0.12
H  -3.552  -0.826  -1.381  0.09
H  -0.108  0.562  -4.714  0.09
H  -1.005  -0.779  -5.401  0.12
H  -1.844  0.461  -4.479  0.09
N  0.267  -0.340  0.904  -0.42
S  -0.958  -0.246  1.925  1.13
C  -0.308  -1.331  3.242  -0.38
C  -0.870  -1.220  4.524  -0.07
C  -0.426  -2.034  5.571  -0.03
C  0.584  -2.972  5.349  -0.03
C  1.148  -3.099  4.079  -0.04
C  0.705  -2.288  3.030  -0.08
C  -0.418  1.334  2.627  -0.39
C  -1.260  2.443  2.475  -0.09
C  -0.897  3.686  3.004  -0.05
C  0.310  3.829  3.691  -0.04
C  1.158  2.730  3.849  -0.04
C  0.800  1.486  3.319  -0.07
H  1.247  -0.345  1.222  0.07
H  -1.656  -0.500  4.711  0.12
H  -0.866  -1.938  6.555  0.12
H  0.928  -3.603  6.159  0.12
H  1.928  -3.829  3.904  0.12
H  1.161  -2.421  2.065  0.08
H  -2.199  2.344  1.946  0.11
H  -1.555  4.537  2.881  0.12
H  0.588  4.790  4.102  0.12
H  2.093  2.841  4.382  0.12
H  1.473  0.650  3.454  0.11

Results
Kohn-Sham gap = 7.76 eV
ΔE to the lowest compared entry with this formula, charge and spin = 0.0 kJ/mol
Total charge = +2
E_HOMO = -14.83 eV